[1]
ORCA calculation (ωB97M-V/def2-TZVPD) on a single C7H13O4PS molecule.

```
26
Properties=species:S:1:pos:R:3:lowdin_charge:R:1
H 1.384 1.897 -1.424 0.129
H -3.010 -2.437 0.104 0.002
O -2.323 1.547 0.445 0.093
C 0.776 1.351 -0.694 -0.224
C -0.583 1.128 -1.327 -0.107
P -1.644 -2.182 -0.138 0.451
H 4.473 -0.676 0.172 0.070
C 2.581 0.381 0.368 -0.271
H 3.058 -1.698 -0.040 0.078
C 3.459 -0.853 0.513 -0.057
C -3.115 0.782 1.228 -0.614
O 1.441 0.117 -0.455 -0.167
H -0.502 0.522 -2.221 0.097
H -0.414 -0.372 1.203 0.134
H -0.927 2.108 -1.668 0.136
C -1.640 0.601 -0.396 -0.325
H 3.459 -1.148 1.558 0.069
S -1.334 -2.284 -2.066 0.134
O -2.386 -0.333 1.574 -0.011
O -4.164 0.983 1.585 0.256
H 0.692 1.951 0.219 0.132
H 2.186 0.677 1.348 0.113
H 3.115 1.260 -0.005 0.116
H -2.436 0.264 -1.074 0.138
C -1.308 -0.499 0.600 -0.358
H -0.839 -3.085 0.590 -0.014
```

Properties
LUMO level	0.578	eV
SMILES	CCOCC[C@@H]1OC(=O)O[C@H]1[PH2]=S
HOMO-LUMO gap	9.5	eV
energy relative to the best compared isomer or geometry (same formula, charge and spin)	43.2	kcal/mol



[2]
ORCA calculation (ωB97M-V/def2-TZVPD) on a single C7H13OP molecule.

```
22
Properties=species:S:1:pos:R:3:lowdin_charge:R:1
C -1.949 -1.361 -0.229 0.149
C 0.292 -0.402 0.561 -0.222
H 0.153 2.405 -2.494 0.096
H 0.679 -3.037 1.011 0.034
H -2.779 -1.628 -0.792 0.009
H -1.041 1.263 1.624 0.158
H 0.717 2.852 0.409 0.048
H 0.927 -0.563 -0.345 0.127
P -1.363 1.400 -0.675 0.757
C -0.235 1.060 0.779 -0.438
H -1.349 1.909 -3.032 0.054
C -0.727 -1.487 0.249 -0.409
C 0.980 1.978 0.911 -0.096
H 1.157 2.235 1.853 0.026
H -0.724 -3.579 0.304 0.037
H -0.065 0.732 -2.687 -0.020
H 0.898 -0.734 1.574 0.172
C -0.298 -2.845 0.852 -0.061
O -2.168 2.611 -0.480 -0.395
H -0.668 -3.002 1.860 0.091
C -0.599 1.507 -2.316 -0.219
H 1.841 1.457 0.404 0.104
```

Properties
LUMO level (spin up / spin down)	-0.044 / 0.241	eV
HOMO-LUMO gap (spin up / spin down)	7.8 / 7.9	eV
energy relative to the best compared isomer or geometry (same formula, charge and spin)	93.9	kcal/mol



[3]
ORCA calculation (ωB97M-V/def2-TZVPD) on a single C7H13OP molecule.

```
22
Properties=species:S:1:pos:R:3:lowdin_charge:R:1
C -0.398 1.404 -0.669 -0.221
H -1.128 2.090 1.335 0.098
H -0.880 2.279 -1.292 0.120
H -2.540 -1.198 0.156 0.122
C -0.467 -1.721 -0.555 -0.198
H -1.032 -1.575 -1.470 0.090
H -1.862 0.049 2.143 0.077
C -1.509 -1.202 0.561 -0.198
H 1.343 -0.868 -1.614 0.060
H 1.289 2.606 0.282 0.108
C -1.231 1.255 0.651 -0.108
H 1.302 0.363 1.433 -0.017
H 1.816 -1.986 -0.524 0.104
O 3.348 0.184 0.651 -0.395
H -0.691 0.472 -1.367 0.117
C -1.393 0.063 1.233 -0.181
H 1.841 1.865 -1.262 0.067
P 1.904 0.190 0.329 0.672
H -0.286 -2.778 -0.316 0.096
C 0.990 -1.173 -0.647 -0.269
C 1.168 1.711 -0.419 -0.273
H -1.585 -2.033 1.365 0.131
```

Properties
LUMO level	0.727	eV
SMILES	O=[P@H]1CC/C=C\CCC1
HOMO-LUMO gap	10.0	eV
energy relative to the best compared isomer or geometry (same formula, charge and spin)	45.6	kcal/mol



[4]
ORCA calculation (ωB97M-V/def2-TZVPD) on a single C7H13PS molecule.

```
22
Properties=species:S:1:pos:R:3:lowdin_charge:R:1
H -0.905 0.552 2.133 0.072
C -1.195 -0.119 1.379 -0.222
H -2.613 0.312 -1.573 0.065
H -2.164 1.512 0.433 0.085
H -0.277 -1.232 -1.470 0.074
C -0.620 -0.315 -1.026 -0.246
H 1.473 1.200 1.655 -0.046
C -2.197 -0.210 -0.801 -0.157
H -1.359 -0.981 1.893 0.074
C -0.006 -0.233 0.385 -0.862
H -0.349 0.673 -1.497 0.081
H -2.645 -1.181 -0.825 0.099
C 2.683 -0.690 0.061 -0.590
H 3.445 -0.488 0.860 0.081
H 3.234 -1.293 -0.791 0.099
C 2.207 0.519 -0.685 -0.503
H 1.765 0.351 -1.774 0.120
P 0.928 1.316 0.385 0.926
H -3.364 0.304 0.951 0.119
H 3.088 1.228 -0.781 0.085
C -2.343 0.482 0.569 -0.171
S 1.215 -1.709 0.519 0.819
```

Properties
LUMO level	0.932	eV
SMILES	C1CCC2(C1)PCCS2
HOMO-LUMO gap	9.4	eV
energy relative to the best compared isomer or geometry (same formula, charge and spin)	32.1	kcal/mol



[5]
ORCA calculation (ωB97M-V/def2-TZVPD) on a single C7H14 molecule.

```
21
Properties=species:S:1:pos:R:3:lowdin_charge:R:1
H 0.474 -2.043 -1.689 0.096
C 0.471 1.088 1.273 -0.211
C -1.161 -0.760 -1.086 -0.247
H 2.365 0.073 1.491 0.106
H -1.461 -0.532 -2.109 0.089
H -1.253 2.255 0.732 0.093
H -1.923 -0.152 0.862 0.088
H -0.175 1.898 -0.620 0.107
H 0.044 0.570 2.144 0.107
C -1.634 0.273 -0.098 -0.239
C 1.615 0.240 0.701 -0.226
H -2.730 0.096 -0.531 0.135
H 0.607 -1.664 0.887 0.113
H 2.137 0.814 -0.081 0.109
C -0.668 1.462 0.262 -0.174
C 1.188 -1.121 0.132 -0.216
H -2.155 -1.359 -0.880 0.129
H 0.917 2.015 1.676 0.106
H 0.872 -0.358 -1.854 0.116
C 0.371 -1.086 -1.173 -0.186
H 2.100 -1.709 -0.040 0.104
```

Properties
LUMO level	1.135	eV
SMILES	C1CCCCCC1
HOMO-LUMO gap	10.8	eV
energy relative to the best compared isomer or geometry (same formula, charge and spin)	48.1	kcal/mol



[6]
ORCA calculation (ωB97M-V/def2-TZVPD) on a single C7H14 molecule.

```
21
Properties=species:S:1:pos:R:3:lowdin_charge:R:1
H -1.641 -1.921 -0.021 0.071
H 1.264 1.761 0.935 0.076
H 1.627 -0.305 -1.316 0.115
H 1.444 1.887 -0.815 0.091
H -1.211 -0.340 -1.949 0.109
H 2.482 -1.803 0.686 0.068
H 0.023 2.620 0.003 0.084
C 0.708 1.769 -0.007 -0.045
H 0.554 -1.583 -0.729 0.105
H 1.503 -0.733 1.700 0.078
H -1.407 1.461 -1.689 0.104
H -1.694 -1.350 1.655 0.074
C 1.996 -0.824 0.726 -0.101
H -1.868 1.073 0.722 0.132
H -3.074 -1.096 0.580 0.076
H 2.787 -0.069 0.695 0.067
C -1.130 0.501 -1.263 -0.073
C -1.978 -1.105 0.626 -0.069
C -1.419 0.233 0.191 -0.269
C 0.002 0.461 -0.276 -0.484
C 1.031 -0.637 -0.452 -0.209
```

Properties
LUMO level	1.129	eV
SMILES	CC[C@@]1(C)C[C@H]1C
HOMO-LUMO gap	10.8	eV
energy relative to the best compared isomer or geometry (same formula, charge and spin)	19.6	kcal/mol



[7]
ORCA calculation (ωB97M-V/def2-TZVPD) on a single C7H14 molecule.

```
21
Properties=species:S:1:pos:R:3:lowdin_charge:R:1
C -0.247 -1.486 1.063 -0.081
H 2.299 0.741 1.878 0.075
H 2.419 -0.899 1.216 0.082
H -0.099 1.561 -2.754 0.100
H 0.755 1.751 0.205 0.118
C -0.884 0.791 -0.799 -0.319
H -0.086 -2.083 1.968 0.075
H -1.727 1.055 -0.160 0.139
H -1.877 1.861 -2.482 0.095
H 0.184 -2.041 0.220 0.082
C 0.438 0.733 -0.066 -0.170
H 1.216 0.342 -0.740 0.125
H -2.190 -0.613 -1.958 0.097
C 1.796 -0.231 1.824 -0.094
C -1.001 1.273 -2.218 -0.127
H -1.327 -1.419 0.898 0.075
C 0.394 -0.103 1.227 -0.440
H -0.398 -0.861 -2.203 0.100
C -1.194 -0.183 -1.901 -0.138
H -0.226 0.456 1.944 0.133
H 1.755 -0.646 2.838 0.075
```

Properties
LUMO level	1.226	eV
SMILES	CC(C)CC1CC1
HOMO-LUMO gap	11.3	eV
energy relative to the best compared isomer or geometry (same formula, charge and spin)	18.9	kcal/mol



[8]
ORCA calculation (ωB97M-V/def2-TZVPD) on a molecular structure, C7H14.

```
21
Properties=species:S:1:pos:R:3:lowdin_charge:R:1
H 2.460 1.104 -2.316 0.082
H -3.394 -0.577 1.171 -0.109
H 0.298 1.634 -1.055 0.084
C 2.199 0.142 -1.903 -0.090
H -1.249 -0.167 -1.376 0.106
C 0.379 0.799 -0.377 -0.153
H -1.382 -2.020 0.348 0.118
H -4.335 -0.996 1.799 0.080
C 2.000 1.094 0.386 0.066
H 1.650 -1.035 -0.136 0.152
C -2.461 -0.585 1.641 -0.167
C 1.682 0.038 -0.524 -0.498
H -2.309 0.490 1.997 0.112
H 3.119 -0.497 -1.970 0.099
H -2.450 -1.258 2.498 0.077
H 1.442 -0.343 -2.534 0.082
H -4.656 -0.338 1.527 0.098
C -0.976 0.083 -0.356 0.018
H -0.401 -1.031 1.393 0.107
H 1.895 1.280 1.408 -0.008
C -1.257 -0.955 0.679 -0.257
```

Properties
LUMO level	-1.255	eV
HOMO-LUMO gap	5.6	eV
energy relative to the best compared isomer or geometry (same formula, charge and spin)	240.9	kcal/mol



[9]
ORCA calculation (ωB97M-V/def2-TZVPD) on a molecular structure, C7H14AgClNO2.

```
26
Properties=species:S:1:pos:R:3:lowdin_spin:R:1
C 0.186 -1.122 -1.504 0.122
Ag -1.111 4.751 -0.207 0.000
Cl 1.177 -2.404 -3.563 0.635
H -2.392 1.161 3.042 0.000
N -1.867 1.513 1.002 0.005
H -1.046 3.151 0.050 0.000
H -0.095 -0.437 -2.283 0.001
H 1.327 -0.756 0.291 0.002
H -0.621 -1.824 -1.398 0.001
O 1.560 2.169 1.176 0.003
H 1.274 -4.008 -1.518 0.002
C 1.701 -3.145 -1.043 0.031
H -0.397 -0.575 0.439 0.013
H -2.209 -0.263 2.064 0.000
H 1.190 -3.013 -0.106 0.000
C 0.557 1.834 0.577 0.002
H -2.759 1.958 0.878 0.000
O 0.592 0.991 -0.503 0.010
C -1.826 0.727 2.232 0.001
H 2.749 -3.300 -0.857 0.009
C 0.446 -0.384 -0.207 0.041
C 1.492 -1.899 -1.919 0.116
H -0.676 3.050 1.819 0.000
H -0.809 0.623 2.569 0.000
C -0.785 2.448 0.926 0.001
H 2.342 -1.245 -1.957 0.007
```

Properties
LUMO level (spin up / spin down)	-8.838 / -12.532	eV
HOMO-LUMO gap (spin up / spin down)	7.3 / 3.5	eV
charge	+2
2S+1	2



[10]
ORCA calculation (ωB97M-V/def2-TZVPD) on a molecular structure, C7H14AlBr3F9N4NaNbO19S5V.

```
65
Properties=species:S:1:pos:R:3:lowdin_charge:R:1
F 0.362 5.187 2.021 0.137
O -0.745 3.099 -0.513 -0.001
C -3.249 1.395 -1.297 -0.359
F 3.826 -5.894 2.763 -0.196
O 4.798 -4.134 5.994 -0.273
C 1.379 5.955 1.586 -0.639
F 2.518 5.402 2.070 0.089
O 4.389 -8.329 0.798 -0.023
Br -1.946 -3.875 1.764 0.708
O -4.103 -4.469 -3.205 -0.059
S 3.130 7.440 -1.782 0.615
H -5.323 -0.497 -1.826 -0.030
F -8.148 -0.828 -0.229 -0.344
O 3.676 6.369 -2.598 -0.243
H 8.376 -2.277 2.900 0.037
O 2.309 -5.433 4.528 -0.273
H 7.708 -1.228 3.776 0.011
S -8.008 0.692 -1.015 0.502
F 5.509 7.762 -0.656 0.113
F 4.238 9.507 -0.548 0.121
O 1.968 -4.524 2.293 -0.354
O 6.057 -4.882 4.024 -0.286
H -2.804 2.078 -0.491 0.059
S 2.892 -4.765 3.390 0.504
O 0.167 6.743 -0.576 -0.217
C -5.069 -5.710 -4.911 0.059
F 1.250 7.147 2.208 0.130
S 1.429 6.120 -0.230 0.610
Al 0.745 -0.103 1.100 0.912
N -0.206 2.164 -1.117 -0.566
Nb -5.545 1.208 -1.148 1.208
H -4.471 -5.975 -5.783 0.108
S 5.071 -3.985 4.584 0.515
O 8.416 -1.340 3.129 -0.068
O -0.443 1.976 -2.313 0.025
H -5.723 1.906 -2.819 -0.089
C -2.372 -1.393 -1.186 0.111
H 4.382 -7.753 1.564 -0.048
H -2.341 -6.231 1.039 -0.018
O 3.560 1.747 1.815 -0.524
O 1.594 4.759 -0.714 -0.241
O 2.239 8.345 -2.481 -0.233
F 5.888 -2.608 4.584 -0.203
Br -2.387 -5.099 -1.183 0.831
H -5.777 -6.500 -4.663 0.108
H -2.521 -2.539 -1.100 -0.017
H -5.309 0.608 0.579 -0.076
H -2.992 1.829 -2.344 0.083
O -3.482 -6.545 -3.453 -0.008
H -5.585 -4.765 -5.070 0.102
V 4.935 2.796 1.650 1.363
C -2.780 -5.283 0.712 -1.529
N 2.714 7.049 -0.297 -0.220
H -5.720 2.875 -0.443 -0.069
N 3.869 -3.567 3.652 -0.299
O 0.585 1.393 -0.505 -0.306
C 4.575 8.464 -1.341 -0.642
O -8.799 1.775 -0.301 -0.387
Br -4.685 -5.399 1.046 0.678
Na -0.126 -5.469 0.813 0.395
F 5.198 8.984 -2.417 0.136
O -8.588 0.465 -2.410 -0.415
N -4.140 -5.562 -3.760 -0.439
O 6.322 3.824 1.494 -0.434
C -2.684 -0.103 -1.156 -0.140
```

Properties
LUMO level	-7.536	eV
HOMO-LUMO gap	1.2	eV



[11]
ORCA calculation (ωB97M-V/def2-TZVPD) on 2 unconnected molecules or ions with the total composition C7H14BrCl2NO4S.

```
30
Properties=species:S:1:pos:R:3:lowdin_charge:R:1
H -3.316 2.442 -1.443 0.074
H -2.303 1.885 1.375 0.079
C 0.887 0.071 0.868 -0.279
H -0.657 1.007 -0.937 0.104
H -2.083 0.033 -0.698 0.118
H 1.134 1.040 0.424 0.146
O 1.280 0.111 2.254 -0.149
H -4.054 2.895 0.100 0.076
N 2.856 -0.504 -0.500 0.017
Cl 1.397 -3.992 -1.744 0.516
C -0.646 -0.137 0.880 -0.248
H -4.037 1.203 -0.399 0.082
H 2.332 -2.004 -2.591 -0.005
H -0.864 -1.193 0.721 0.156
O 0.131 2.124 3.020 -0.225
Br -1.037 3.527 0.054 0.703
H 3.232 0.283 0.014 0.073
S 0.101 0.714 3.125 0.581
H 3.580 -1.211 -0.501 0.071
O -1.066 0.114 2.232 -0.164
H 1.016 -1.490 -0.597 0.075
H 1.888 -1.791 0.897 0.132
C -2.145 1.923 0.304 -0.712
Cl 0.728 -2.550 -4.211 0.511
C 1.647 -1.022 0.158 -0.221
H 2.795 -3.446 -3.550 0.025
C 1.991 -2.933 -3.037 -1.019
C -3.468 2.134 -0.411 -0.149
C -1.382 0.692 -0.187 -0.169
O 0.060 0.076 4.381 -0.199
```

Properties
LUMO level	0.490	eV
SMILES	C[C@H](Br)C[C@@H]1OS(=O)(=O)O[C@H]1CN.ClCCl
HOMO-LUMO gap	10.7	eV



[12]
ORCA calculation (ωB97M-V/def2-TZVPD) on a molecular structure, C7H14BrO5SZn.

```
29
Properties=species:S:1:pos:R:3:lowdin_charge:R:1
O -1.669 -0.170 3.620 -0.263
S -1.658 -0.931 2.401 0.751
O -2.921 -1.152 1.634 -0.511
H -0.946 0.390 0.526 0.111
H -1.294 -3.188 1.833 0.099
O 0.836 2.879 -3.280 0.160
Zn -4.259 -1.819 0.208 0.851
C 0.595 -2.164 2.238 -0.210
H 1.473 -0.974 0.697 0.130
C 2.421 3.674 -1.160 -0.039
H -0.778 -0.449 -2.786 0.019
C -0.456 -0.193 1.303 -0.205
C 0.481 -1.353 0.941 -0.198
O 1.670 2.477 -1.225 -0.003
C -0.842 -2.560 2.597 -0.174
H -1.022 1.193 -3.302 0.101
H 0.042 0.523 1.957 0.118
Br -2.585 -2.342 -1.493 0.089
H 0.089 0.221 -4.191 0.104
C 1.054 2.161 -2.356 -0.618
H 0.107 -1.955 0.119 0.090
C -0.256 0.419 -3.176 -0.061
H 2.753 3.981 -2.159 0.100
O 0.709 0.864 -2.244 -0.013
H 1.783 4.491 -0.823 0.100
H 1.230 -3.031 2.046 0.129
H 3.333 3.569 -0.582 0.095
H -0.995 -2.916 3.611 0.117
H 1.107 -1.642 3.046 0.130
```

Properties
LUMO level	-7.147	eV
HOMO-LUMO gap	6.0	eV
charge	+1



The following M values (in g/mol) correspond, in order, to the records above: 224.22, 144.15, 144.15, 160.22, 98.19, 98.19, 98.19, 98.19, 287.51, 1223.05, 359.07, 355.54.